Formula: C35H66AsInN6O3SSi3
Source: the Open Molecules 2025 dataset
Level of theory: ωB97M-V/def2-TZVPD

```
116
Properties=species:S:1:pos:R:3:forces:R:3
In 0.52069 0.67267 0.78408 -0.1 0.4 0.4
C 0.84599 4.17447 2.40718 0.0 0.0 0.0
C 0.04189 3.04907 2.99648 0.0 -0.1 0.1
C 0.66369 2.11357 3.83148 -0.1 0.0 -0.1
C 2.08479 2.36597 4.25638 0.0 0.0 0.0
C -0.06271 1.02097 4.30938 0.0 0.1 -0.1
C 0.58869 -0.02693 5.16898 0.0 0.1 0.0
C -1.42841 0.91307 4.02228 0.0 0.0 -0.1
C -2.20001 -0.21393 4.65358 0.0 0.1 0.0
C -2.06711 1.88457 3.24038 0.1 -0.1 0.0
C -3.55321 1.79757 2.98798 0.1 0.1 0.1
C -1.33081 2.96847 2.74928 0.0 0.0 0.0
C -1.99991 4.11387 2.03938 0.0 -0.1 0.0
H 1.88189 3.87717 2.26578 0.1 0.1 0.0
H 0.82749 5.05137 3.05568 0.1 0.1 0.0
H 0.44859 4.46107 1.43708 0.0 0.1 -0.1
H 2.79189 1.96117 3.52878 0.2 0.0 0.0
H 2.30019 1.92627 5.22358 0.1 -0.1 0.1
H 2.26529 3.43327 4.35028 0.1 0.0 0.0
H 1.66659 -0.01673 5.05758 0.0 0.0 0.1
H 0.23289 -1.01743 4.89938 0.0 -0.2 0.0
H 0.34599 0.13257 6.21978 0.0 -0.1 0.1
H -1.88861 -1.18123 4.25668 0.0 -0.1 0.0
H -3.26931 -0.11063 4.51668 -0.1 -0.1 0.0
H -2.01081 -0.22863 5.72518 0.0 -0.1 0.1
H -3.86161 0.78647 2.73168 -0.1 -0.1 0.0
H -3.86371 2.45207 2.18038 -0.1 0.0 0.0
H -4.09951 2.10097 3.88038 -0.2 0.0 0.0
H -1.93931 4.00747 0.95538 0.0 0.1 -0.1
H -1.52451 5.04967 2.31538 0.0 0.1 -0.1
H -3.04331 4.19797 2.31908 -0.1 0.1 0.0
N -2.75171 1.25767 -0.08082 -0.2 0.0 0.0
C -2.15071 2.04597 -0.99912 0.0 0.3 -0.5
N -2.90701 2.61737 -1.92252 -0.5 -0.1 0.1
C -2.26571 3.38877 -2.80692 0.2 -0.4 0.4
N -3.00511 4.01577 -3.71892 -0.1 0.1 -0.2
N -0.92991 3.54627 -2.82982 0.3 0.3 -0.3
C -0.26801 2.92597 -1.87292 -0.9 0.1 -0.1
N -0.81971 2.16937 -0.93142 0.3 -0.2 0.3
C 1.19409 3.09157 -1.81892 0.6 0.3 -0.4
C 1.87609 3.73167 -2.85152 -0.1 -0.1 0.1
C 3.25389 3.85327 -2.76272 0.1 -0.1 0.2
C 3.89899 3.33827 -1.64632 -0.1 0.1 0.0
C 3.12759 2.73007 -0.66472 0.3 0.0 0.1
N 1.81439 2.60427 -0.74592 -0.3 -0.3 0.2
H -3.74871 1.39837 -0.00112 0.1 -0.1 0.1
H -2.24741 1.13757 0.78518 -0.1 0.0 0.1
H -4.00691 3.96157 -3.64052 0.1 0.0 0.0
H -2.58551 4.68937 -4.33722 0.0 -0.1 0.0
H 1.32299 4.11567 -3.69412 0.0 0.0 0.0
H 3.81809 4.33907 -3.54552 0.0 0.0 0.0
H 4.97129 3.40297 -1.53702 0.0 0.0 0.0
H 3.57639 2.30617 0.22698 0.1 0.1 0.0
C 3.99299 -2.55283 4.80628 0.0 -0.1 0.0
C 3.71779 -2.58393 3.31548 -0.2 0.5 0.2
S 3.20419 -0.88363 2.82458 1.1 -0.6 0.1
O 2.41859 -1.03323 1.55508 -0.4 0.1 -0.6
C 4.85689 -0.28653 2.26188 -0.4 -0.1 0.1
C 5.26089 -0.94743 0.95898 -0.1 -0.1 -0.1
H 4.28189 -3.53883 5.16088 0.0 -0.1 0.0
H 3.10509 -2.23643 5.34818 0.0 0.0 0.1
H 4.80579 -1.86863 5.03958 0.1 0.1 0.1
H 2.88079 -3.23513 3.06368 -0.1 0.1 0.0
H 4.59129 -2.89223 2.74878 0.0 0.0 -0.2
H 5.54959 -0.48643 3.07308 0.1 0.1 0.2
H 4.74469 0.79017 2.14858 0.0 0.1 0.1
H 5.88629 -1.82193 1.11668 0.0 0.0 0.0
H 5.80839 -0.25953 0.31918 0.1 0.1 0.0
H 4.35369 -1.25673 0.43648 0.1 0.0 -0.1
C -2.77451 -0.10073 -4.49242 0.0 -0.6 0.6
Si -3.44211 -1.35703 -3.22432 -0.9 0.2 -0.6
C -4.07811 -2.98543 -3.99262 0.5 0.5 0.5
C -4.76691 -0.55133 -2.11582 0.7 -0.3 -0.2
As -1.46851 -2.30723 -2.15882 0.0 0.6 0.4
Si -1.79711 -3.14153 0.10228 -0.1 -0.6 0.6
C -0.05971 -3.41233 0.84378 -0.6 0.2 -0.6
C -2.73011 -4.74853 -0.32492 0.4 0.7 0.0
C -2.80741 -1.91953 1.16708 0.4 -0.3 -0.6
Si 0.59419 -2.58243 -3.73042 0.7 -0.4 -0.7
C 0.97069 -1.24003 -5.05532 0.0 -0.5 0.6
C 1.95519 -3.60113 -2.84322 -0.5 0.4 -0.3
C -0.35481 -3.90693 -4.78442 0.1 0.6 0.6
H -3.57511 0.45787 -4.96612 -0.3 0.0 0.0
H -2.20931 -0.58923 -5.28062 0.1 -0.1 -0.1
H -2.12381 0.61997 -4.00292 0.1 0.1 0.1
H -4.80281 -2.81993 -4.78302 -0.1 0.2 -0.1
H -4.55791 -3.60373 -3.23672 -0.1 0.0 0.1
H -3.25331 -3.56013 -4.41082 0.0 -0.1 -0.1
H -5.71781 -0.53753 -2.64182 -0.1 -0.1 -0.3
H -4.50591 0.47917 -1.89622 0.1 0.1 0.0
H -4.92751 -1.08513 -1.18332 0.0 -0.1 0.1
H 0.50049 -4.17153 0.30208 0.0 -0.1 -0.1
H -0.13591 -3.73943 1.87768 -0.2 -0.1 0.2
H 0.52999 -2.49513 0.84548 0.0 0.1 0.0
H -2.25031 -5.24913 -1.16572 0.1 -0.1 0.0
H -3.75871 -4.54053 -0.61062 -0.1 0.1 0.0
H -2.75811 -5.44833 0.50278 0.1 -0.1 0.2
H -2.14251 -1.26343 1.72828 0.1 0.1 0.0
H -3.42031 -2.45853 1.88418 0.0 -0.2 0.1
H -3.46951 -1.30543 0.56138 0.0 0.0 0.0
H 1.45009 -0.34823 -4.66562 0.1 0.1 0.1
H 0.05579 -0.92513 -5.54562 -0.2 0.0 -0.1
H 1.61099 -1.65763 -5.82372 0.1 -0.2 -0.2
H 2.26139 -3.19103 -1.88692 0.0 0.1 0.2
H 2.83859 -3.66523 -3.46862 0.2 0.0 -0.2
H 1.61679 -4.61783 -2.67452 -0.1 -0.2 0.0
H -1.11331 -3.44833 -5.41682 -0.1 0.1 -0.1
H -0.85491 -4.63593 -4.14542 0.0 -0.1 0.1
H 0.31199 -4.45333 -5.44512 0.3 0.0 -0.1
C 3.01139 -0.27753 -2.27242 0.9 0.0 -0.3
O 1.69839 -0.20583 -1.72802 -1.2 -0.1 0.1
C 0.77349 -0.99123 -2.20042 -0.2 -0.7 -0.5
O -0.36041 -0.85443 -1.61232 -0.1 0.6 0.5
H 3.31639 0.73657 -2.53202 -0.1 -0.1 0.0
H 3.05549 -0.92743 -3.14432 -0.1 0.0 0.0
H 3.67599 -0.66333 -1.49992 -0.1 0.0 0.0
```
Forces are in eV/Å.

Orbital gap, eV: 7.267
Electronic energy, Eh: -5619.74499
Total charge: +2
F_max, eV/Å: 1.2
E_LUMO, eV: -5.345

Here are the Mulliken charges for atoms 1 to 2, given in e: 0.872 -2.463



Formula: C31H38MnNPSi
Source: the Open Molecules 2025 dataset
Level of theory: ωB97M-V/def2-TZVPD

```
73
Properties=species:S:1:pos:R:3:forces:R:3
C -2.18440 4.04885 -1.66090 0.0 -0.3 0.0
C -1.08114 4.19426 -0.83028 0.1 -0.4 0.4
C -0.36518 3.08454 -0.28919 -0.7 0.9 -1.2
C -0.70733 1.77656 -0.71128 0.2 -0.6 0.5
C -1.88369 1.67552 -1.46985 -0.4 0.5 -0.3
C -2.61167 2.76141 -1.96948 0.1 0.2 0.2
C 0.79727 3.55136 0.54858 0.4 0.4 0.3
C 1.14797 3.08830 1.99041 1.0 0.5 0.5
N 0.26412 2.47274 2.95160 0.0 -1.5 -0.8
Mn 0.12901 -0.41376 -1.08081 1.7 2.8 0.2
C -2.42350 0.31475 -1.83698 -0.7 -0.7 0.1
P -1.94888 -0.91649 -0.53789 -1.6 0.7 -1.0
H -0.74411 5.20875 -0.58125 -0.2 -0.4 0.0
H -3.48584 2.58573 -2.60339 0.2 0.1 0.2
H -2.70612 4.92248 -2.04229 0.1 -0.1 0.0
H -2.02982 -0.00282 -2.81904 -0.2 -0.2 0.2
H -3.51954 0.30388 -1.89175 0.1 0.2 -0.3
H 1.72306 3.43247 -0.04360 -0.3 -0.1 0.3
H 0.68472 4.64226 0.65694 0.0 -0.4 -0.3
H 2.05649 2.46957 1.92439 -0.4 0.0 0.0
C -2.44241 -2.52887 -1.15155 -0.7 -0.2 0.1
C -2.92961 -0.53291 0.92684 -0.2 -0.1 0.4
H 1.47875 4.00508 2.51115 0.4 0.1 -0.5
C -1.16433 2.60544 2.88551 0.0 0.3 0.5
C 0.78835 1.28634 3.60297 0.1 0.2 0.3
H -0.01499 -1.83465 -0.07571 0.2 -1.4 1.1
H -1.50589 3.23542 3.71869 -0.3 0.0 -0.1
H -1.50400 3.05616 1.95227 0.1 -0.1 0.0
H -1.64921 1.63015 3.01274 0.0 0.0 -0.2
H 1.09938 1.51919 4.63760 0.0 -0.3 -0.1
H 0.03765 0.48050 3.66298 0.1 0.2 -0.1
H 1.68414 0.89685 3.08131 -0.4 0.1 0.1
H -3.93356 -0.96534 0.82715 0.2 0.1 0.1
H -2.42407 -0.97369 1.79623 -0.2 0.1 -0.1
H -3.01490 0.54739 1.09563 0.2 -0.2 -0.2
H -3.49682 -2.50131 -1.44756 0.1 -0.4 0.0
H -1.80423 -2.80568 -2.00004 -0.2 0.1 0.2
H -2.27796 -3.24246 -0.33439 -0.1 0.0 -0.3
H 0.80454 -1.69519 -0.02302 -0.3 -0.6 0.7
C 2.46019 -3.33930 -4.49093 0.1 0.1 0.2
C 1.89305 -3.86148 -3.32400 0.0 0.1 0.1
C 1.94191 -3.13101 -2.13420 -0.3 0.3 -0.4
C 2.50112 -1.83613 -2.12771 0.8 0.1 0.2
C 3.12053 -1.34010 -3.27966 -0.2 -0.4 -0.7
C 3.09022 -2.08840 -4.45990 -0.1 -0.1 0.1
Si 2.45870 -0.79295 -0.56847 0.1 0.6 -0.6
C 3.49550 -1.67449 0.67574 0.2 -0.2 0.3
C 3.02269 -2.17667 1.89174 0.3 -0.1 -0.1
C 3.88219 -2.90913 2.71466 0.1 -0.1 0.1
C 5.21366 -3.13863 2.35068 -0.6 0.3 -0.1
C 5.67859 -2.60903 1.14821 0.3 0.0 -0.1
C 4.83728 -1.88438 0.31047 -0.1 -0.3 0.4
C 3.12527 0.92338 -0.77925 0.8 0.5 -0.5
C 4.10462 1.37466 0.11935 0.1 0.3 -0.2
C 4.84627 2.52932 -0.14479 -0.3 0.0 0.1
C 4.57831 3.28883 -1.28410 -0.1 -0.4 0.0
C 3.54112 2.90865 -2.13602 -0.3 -0.2 -0.1
C 2.81402 1.73966 -1.88830 0.2 0.1 0.2
H 2.42188 -3.91686 -5.41491 0.0 0.2 0.2
H 1.39993 -4.83696 -3.33573 0.2 0.3 0.0
H 1.48571 -3.52725 -1.21868 0.3 0.0 -0.4
H 3.59655 -0.35494 -3.26508 -0.1 -0.4 0.0
H 3.54485 -1.69040 -5.36451 0.0 -0.1 0.1
H 1.97542 -2.01070 2.18199 0.5 -0.1 -0.1
H 3.51144 -3.30684 3.65361 0.0 0.0 0.0
H 5.87001 -3.71927 2.99526 -0.1 0.1 -0.1
H 6.71308 -2.76640 0.85265 -0.1 0.0 0.1
H 5.22514 -1.49388 -0.63835 -0.2 -0.1 0.4
H 4.30126 0.79370 1.02431 0.1 0.2 -0.3
H 5.64261 2.81800 0.53746 -0.1 0.0 -0.1
H 5.18207 4.15570 -1.52051 -0.1 0.0 0.1
H 3.29898 3.50379 -3.02107 0.1 -0.1 0.3
H 1.99165 1.45746 -2.56243 0.4 0.1 0.2
```
Forces are in eV/Å.

Orbital gap (alpha / beta), eV: 5.451 / 6.982
Multiplicity: 6
Electronic energy, Eh: -3040.43163
Total charge: 0
F_max, eV/Å: 3.3
E_LUMO (alpha / beta), eV: 0.093 / -0.194
⟨S²⟩: 8.80

Here are the Mulliken charges for atoms 1 to 2, given in e: -0.858 -1.158



Formula: C25H21ClN4O3S
Source: the Open Molecules 2025 dataset
Level of theory: ωB97M-V/def2-TZVPD

```
55
Properties=species:S:1:pos:R:3:forces:R:3
O 5.17638 0.15084 0.64453 0.1 0.3 0.3
C 4.57083 -0.34140 -0.28577 0.1 -0.2 -0.6
N 3.90230 -1.51205 -0.18724 -0.2 -0.4 0.0
H 3.27858 -1.78760 -0.93396 0.2 0.2 0.1
C 3.69441 -2.12997 1.10516 0.1 0.0 0.2
C 2.45114 -1.62957 1.77306 0.2 0.7 -0.2
C 1.97831 -0.36312 1.95983 0.3 -0.5 -0.1
C 0.76041 -0.49524 2.67179 -0.2 -0.5 0.2
C 0.58557 -1.82996 2.86145 -0.4 0.7 0.2
O 1.60072 -2.52419 2.31678 0.3 -0.4 0.0
H -0.17773 -2.39214 3.36208 -0.1 -0.2 0.0
H 0.11301 0.29522 2.99343 -0.2 0.1 0.1
H 2.45083 0.54663 1.64937 0.2 0.2 -0.1
H 4.56798 -1.87633 1.71638 -0.2 -0.2 -0.1
H 3.62879 -3.21364 0.98921 0.1 0.1 0.0
C 4.52508 0.33211 -1.65302 0.1 0.1 0.2
H 5.55069 0.60031 -1.90941 0.0 -0.1 0.1
H 4.13317 -0.33782 -2.41591 0.1 0.0 0.0
C 3.69092 1.61816 -1.55278 -0.1 -0.1 0.0
H 3.68713 1.95627 -0.51404 0.0 0.0 -0.1
H 4.14075 2.41480 -2.14466 -0.1 0.0 0.1
C 2.22749 1.47444 -2.02094 0.2 0.0 0.0
N 1.41196 2.49473 -1.40401 -0.3 0.6 0.2
C 0.47271 1.92085 -0.76184 0.5 0.0 -0.4
C -0.58509 2.47504 0.03839 -0.6 0.0 0.5
C -0.72111 3.84339 0.25970 0.0 -0.1 0.0
C -1.75990 4.31144 1.03623 0.1 0.1 0.0
C -2.67077 3.41945 1.59559 0.0 0.0 0.0
C -2.54881 2.06237 1.38698 0.1 0.1 -0.1
C -1.50402 1.56482 0.60592 0.3 0.8 -0.1
N -1.41795 0.20341 0.41941 0.2 -0.7 -0.1
C -0.46836 -0.27789 -0.29018 -0.6 -0.2 0.4
N 0.48761 0.51826 -0.87957 -0.2 0.3 0.2
C 1.55467 0.15926 -1.66679 0.3 -0.3 -0.4
O 1.81467 -0.97613 -1.99392 0.0 0.1 -0.2
S -0.31096 -1.98187 -0.58046 -0.1 -0.7 0.2
C -1.80452 -2.56308 0.30645 0.4 0.4 -0.1
C -3.05236 -2.10678 -0.37557 -0.3 0.0 -0.1
C -3.95229 -1.29438 0.29881 -0.2 -0.1 -0.1
C -5.08573 -0.84009 -0.35214 0.2 -0.2 -0.1
C -5.34634 -1.19085 -1.66646 0.0 0.1 0.0
C -4.44944 -2.01015 -2.33082 0.0 0.0 0.0
C -3.30826 -2.46316 -1.69446 0.0 0.0 0.1
H -2.60321 -3.08837 -2.22244 0.1 -0.1 -0.1
H -4.64266 -2.29088 -3.35499 0.0 0.0 -0.1
H -6.23330 -0.82672 -2.16026 -0.1 0.1 0.0
Cl -6.18625 0.19238 0.49208 -0.2 0.2 0.1
H -3.76280 -1.01226 1.32134 0.0 0.1 0.1
H -1.71187 -3.64931 0.29799 0.1 0.0 0.0
H -1.74016 -2.18338 1.32338 -0.1 -0.1 0.0
H -3.25262 1.36699 1.81426 -0.1 -0.1 0.0
H -3.48345 3.79430 2.19988 -0.1 0.0 0.0
H -1.86886 5.37085 1.21075 0.0 0.1 0.0
H 0.00010 4.50850 -0.18815 0.1 0.1 0.0
H 2.19261 1.59350 -3.11045 0.0 -0.2 0.1
```
Forces are in eV/Å.

Orbital gap, eV: 8.180
ΔE to the lowest compared entry with this formula, charge and spin, kcal/mol: 12.0
Electronic energy, Eh: -2268.45613
Total charge: 0
F_max, eV/Å: 0.9
E_LUMO, eV: -0.210

Here are the Mulliken charges for atoms 1 to 2, given in e: -0.649 0.391



Formula: C3H4OS2
Source: the Open Molecules 2025 dataset
Level of theory: ωB97M-V/def2-TZVPD

```
10
Properties=species:S:1:pos:R:3:forces:R:3
C -1.09014 -0.51130 0.76872 1.0 -1.4 1.0
C 0.28557 -0.18682 0.24988 0.9 -0.3 2.4
C 0.42574 0.42187 -1.07168 0.1 0.6 -0.3
H -1.72384 -0.86159 -0.03104 -0.3 0.2 -0.1
H -1.04301 -1.32126 1.56780 0.1 1.3 -0.9
H -1.43317 0.43273 1.19569 -0.4 -0.2 0.0
H 2.18659 0.71618 -0.54635 -0.1 0.0 -0.2
O 1.62019 0.89808 -1.34154 0.2 0.1 -0.5
S 1.64197 -0.20213 1.21591 -1.3 -0.4 -0.5
S -0.86990 0.61424 -2.00740 -0.3 0.1 -0.9
```
Forces are in eV/Å.

Orbital gap, eV: 7.100
ΔE to the lowest compared entry with this formula, charge and spin, kcal/mol: 24.6
Electronic energy, Eh: -988.29307
Total charge: 0
F_max, eV/Å: 2.6
E_LUMO, eV: -1.956

Here are the Mulliken charges for atoms 1 to 2, given in e: -1.103 0.524



Formula: C2BrF3N2
Source: the Open Molecules 2025 dataset
Level of theory: ωB97M-V/def2-TZVPD

```
8
Properties=species:S:1:pos:R:3:forces:R:3
F -0.14089 1.54385 -0.05699 -0.7 -0.4 0.3
F -1.76721 0.96964 1.31758 0.8 -0.5 -0.7
F -2.11421 0.93072 -0.83050 1.1 -0.2 0.9
Br 0.19350 -1.35201 -1.68781 -1.0 0.7 1.4
N -0.14925 -1.46294 1.19250 -3.1 -0.2 -0.8
N -1.35030 -1.74754 0.87911 3.2 0.6 0.1
C -1.16871 0.69488 0.13949 -0.3 0.0 -1.2
C -0.66984 -0.77993 0.02276 0.1 0.0 0.0
```
Forces are in eV/Å.

Orbital gap, eV: 10.093
ΔE to the lowest compared entry with this formula, charge and spin, kcal/mol: 25.9
Electronic energy, Eh: -3059.26666
Total charge: 0
F_max, eV/Å: 3.2
E_LUMO, eV: -0.899

Here are the Mulliken charges for atoms 1 to 2, given in e: -0.212 -0.242



Formula: C2H5NO
Source: the Open Molecules 2025 dataset
Level of theory: ωB97M-V/def2-TZVPD

```
9
Properties=species:S:1:pos:R:3:forces:R:3
O 0.48711 2.01404 1.14624 0.3 -2.1 -0.6
C 0.74487 0.94530 0.60327 0.4 1.7 -1.4
C -0.39958 -0.05051 0.15989 3.1 -0.3 2.1
N -0.16504 -0.99928 -0.85430 0.7 -0.7 -1.0
H 1.84224 0.75854 0.26980 -1.4 -0.3 0.6
H -0.44408 -0.56871 1.11144 -0.3 -0.7 0.3
H -1.23296 0.53442 0.18957 -2.6 1.7 -0.6
H -0.63227 -1.88537 -0.80211 -0.2 -0.1 0.6
H -0.20030 -0.74842 -1.82380 0.0 0.8 -0.1
```
Forces are in eV/Å.

Orbital gap, eV: 10.360
ΔE to the lowest compared entry with this formula, charge and spin, kcal/mol: 40.1
Electronic energy, Eh: -209.15835
Total charge: 0
F_max, eV/Å: 3.8
E_LUMO, eV: 0.923

Here are the Mulliken charges for atoms 1 to 2, given in e: -0.479 0.038